Record 1
Entry from the OMol25 dataset: one molecule with the formula C5H7N3 at a distorted geometry (wB97M-V/def2-TZVPD).

XYZ file:
```
15
Properties=species:S:1:pos:R:3:forces:R:3:lowdin_charge:R:1
N 1.101 -1.212 -0.244 -0.7 2.9 3.8 0.072
N -3.314 0.051 -0.319 1.7 0.8 3.3 0.052
N -1.043 -0.599 0.322 -7.2 -6.8 -2.8 0.029
C 2.399 -0.446 0.060 2.1 -3.2 -1.6 -0.243
C -2.103 0.227 0.157 0.5 4.6 0.1 -0.324
C 0.179 -0.271 0.114 7.6 -0.3 -3.2 -0.357
C 2.052 0.942 -0.131 4.8 -0.2 1.0 -0.168
C 0.811 1.161 -0.046 -3.4 -3.4 1.0 -0.010
H -1.404 1.207 0.428 -3.6 -0.7 -0.2 0.148
H 3.048 -0.609 1.134 -2.4 0.1 -2.7 0.183
H 0.381 2.065 0.013 -1.8 2.9 0.0 0.057
H -3.943 0.794 0.168 1.5 -1.1 -1.8 0.079
H 3.184 -0.778 -0.746 -1.3 0.5 1.5 0.128
H -1.408 -1.612 -0.121 2.0 2.7 1.9 0.244
H 2.907 1.578 -0.111 0.0 1.2 -0.3 0.110
```
Forces are in eV/Å.

Computed properties:
Gap between HOMO and LUMO   0.3456 Ha
Calculated total energy   -9764.173 eV
2S+1   1
Energy relative to the best compared isomer or geometry (same formula, charge and spin)   503.11 kJ/mol
Net charge   0
Molecular weight   109.132 g/mol

Record 2
Entry from the OMol25 dataset: one molecule with the formula C5H7N3 at a distorted geometry (wB97M-V/def2-TZVPD).

XYZ file:
```
15
Properties=species:S:1:pos:R:3:forces:R:3:lowdin_charge:R:1
N 2.041 -0.275 0.016 5.9 0.7 -0.4 -0.143
N -2.172 0.200 -0.218 -2.2 -0.4 3.3 -0.069
N 1.184 -1.289 -0.018 -4.2 0.1 -0.6 0.083
C -1.149 1.214 -0.078 -2.0 -0.7 0.0 -0.065
C 0.007 -0.684 -0.075 -0.2 -5.3 0.9 -0.293
C -1.473 -1.059 0.103 1.5 -0.6 2.0 -0.142
C 1.566 1.069 0.107 -2.6 2.3 1.3 -0.116
C 0.044 0.657 -0.033 2.6 5.7 -0.3 -0.223
H -2.895 0.163 0.689 1.9 1.3 -3.5 0.178
H 1.595 1.661 1.181 0.5 -1.9 -2.0 0.145
H -1.756 -1.930 -0.501 -0.4 0.2 0.5 0.112
H 2.024 1.877 -0.573 -0.8 -1.7 0.4 0.125
H 2.866 -0.475 -0.585 -0.9 0.5 1.0 0.141
H -1.640 -1.130 1.297 0.6 -1.0 -2.6 0.162
H -1.530 2.206 -0.113 0.3 0.8 0.1 0.106
```
Forces are in eV/Å.

Computed properties:
Gap between HOMO and LUMO   0.2835 Ha
Calculated total energy   -9764.631 eV
2S+1   1
Energy relative to the best compared isomer or geometry (same formula, charge and spin)   458.94 kJ/mol
Net charge   0
Molecular weight   109.132 g/mol